{"formula": "C25H24F5NSeSiTcTe", "method": "wB97M-V/def2-TZVPD", "elements": ["Tc", "C", "Si", "C", "N", "C", "C", "C", "C", "C", "C", "C", "C", "C", "C", "C", "C", "C", "C", "C", "C", "C", "H", "H", "H", "H", "H", "H", "H", "H", "H", "H", "H", "H", "H", "H", "H", "H", "H", "H", "H", "H", "H", "H", "H", "H", "F", "C", "C", "F", "C", "F", "C", "Se", "C", "F", "C", "F", "Te"], "positions_angstrom": [[-0.7052, 0.1104, -2.0032], [1.2784, -0.5359, -1.9922], [1.9578, -0.0310, -0.3458], [0.5950, -0.6167, 0.8182], [-0.7616, -0.2518, 0.3109], [-1.7614, -1.2601, 0.7439], [-1.9464, -1.2872, 2.2557], [-2.1898, 0.1301, 2.8169], [-2.3701, 1.1383, 1.6865], [-1.1602, 1.1316, 0.7650], [3.5277, -0.9351, 0.1250], [3.5641, -2.3339, 0.0988], [4.7138, -3.0326, 0.4344], [5.8599, -2.3390, 0.8014], [5.8486, -0.9527, 0.8305], [4.6923, -0.2583, 0.4952], [2.2557, 1.8010, -0.1715], [2.2529, 2.4080, 1.0874], [2.5321, 3.7599, 1.2379], [2.8312, 4.5298, 0.1229], [2.8585, 3.9440, -1.1351], [2.5759, 2.5924, -1.2775], [1.2451, -1.6337, -2.0214], [1.8786, -0.1909, -2.8320], [0.7242, -0.2997, 1.8592], [0.6670, -1.7097, 0.8205], [-1.4438, -2.2256, 0.3552], [-2.7043, -1.0318, 0.2478], [-1.0732, -1.7397, 2.7273], [-2.7869, -1.9478, 2.4765], [-1.3397, 0.4424, 3.4297], [-3.0605, 0.1425, 3.4721], [-2.4832, 2.1504, 2.0781], [-3.2824, 0.9258, 1.1232], [-0.3071, 1.5677, 1.2836], [-1.3407, 1.7722, -0.1040], [2.6823, -2.8941, -0.1989], [4.7196, -4.1150, 0.4045], [6.7606, -2.8807, 1.0617], [6.7424, -0.4097, 1.1117], [4.7007, 0.8257, 0.5212], [2.0375, 1.8187, 1.9739], [2.5170, 4.2114, 2.2222], [3.0470, 5.5849, 0.2352], [3.0923, 4.5419, -2.0069], [2.5888, 2.1542, -2.2693], [-7.5681, -0.6422, -1.0933], [-6.3220, -0.9230, -1.4640], [-5.3377, 0.0441, -1.3904], [-5.6299, 1.2652, -0.9449], [-4.0525, -0.2810, -1.7765], [-3.1248, 0.7103, -1.6811], [-3.6815, -1.5342, -2.2273], [-1.8967, -1.9902, -2.7324], [-4.6963, -2.4785, -2.2898], [-4.4385, -3.7175, -2.7112], [-5.9981, -2.1876, -1.9200], [-6.9420, -3.1227, -1.9906], [-0.3426, 2.0869, -3.4549]], "forces_ev_per_angstrom": [[0.25, 0.30, -0.03], [-0.07, -0.07, -0.10], [0.12, 0.05, 0.06], [-0.16, -0.06, 0.11], [0.05, 0.12, -0.12], [0.04, 0.07, -0.04], [-0.04, -0.01, 0.01], [0.01, 0.01, 0.00], [-0.04, 0.01, 0.00], [0.06, -0.06, 0.04], [0.09, -0.07, 0.03], [0.00, 0.00, -0.01], [-0.01, 0.03, -0.01], [-0.01, -0.01, 0.01], [-0.03, 0.01, -0.01], [0.01, -0.04, 0.01], [0.10, 0.14, -0.01], [0.02, 0.04, -0.01], [-0.01, -0.04, 0.00], [0.01, 0.01, -0.01], [-0.01, -0.01, 0.01], [-0.02, 0.02, 0.04], [-0.02, 0.00, -0.03], [-0.02, 0.00, -0.03], [-0.04, -0.02, 0.00], [-0.02, 0.01, -0.02], [0.02, -0.03, 0.01], [0.00, 0.00, 0.06], [0.00, -0.01, 0.00], [-0.01, 0.02, 0.00], [0.01, -0.01, -0.01], [0.00, -0.01, 0.01], [-0.01, -0.01, 0.02], [0.00, 0.00, 0.00], [0.03, 0.01, 0.00], [-0.03, 0.00, -0.02], [0.01, 0.01, 0.01], [0.00, 0.01, 0.00], [0.00, 0.01, 0.00], [-0.01, 0.00, 0.00], [-0.01, -0.01, -0.01], [-0.01, -0.01, 0.00], [0.00, -0.01, -0.01], [-0.01, -0.01, 0.00], [0.00, -0.01, 0.00], [0.01, 0.00, 0.02], [-0.05, 0.02, 0.01], [-0.05, 0.02, 0.02], [0.01, -0.03, -0.02], [0.02, 0.03, 0.00], [-0.06, 0.12, 0.00], [0.00, -0.08, 0.06], [0.18, -0.01, -0.04], [-0.14, -0.15, -0.09], [-0.12, -0.07, 0.00], [0.05, 0.00, -0.01], [0.06, -0.03, -0.01], [-0.03, -0.03, 0.00], [-0.11, -0.18, 0.10]], "charge": 0, "s_squared": 4.115, "de_lowest_ev": 0.000, "gap_ev": [6.24, 7.45], "e_lumo_ev": [-1.18, -0.57], "multiplicity": 4}


{"formula": "C25H24F7MnN2O6PSTe", "method": "wB97M-V/def2-TZVPD", "elements": ["Mn", "C", "C", "C", "C", "C", "C", "C", "F", "C", "C", "C", "O", "C", "C", "N", "C", "C", "O", "O", "H", "H", "H", "H", "H", "H", "H", "H", "H", "H", "H", "F", "C", "F", "F", "C", "C", "C", "C", "N", "C", "S", "H", "H", "H", "C", "C", "O", "P", "O", "Te", "O", "C", "C", "H", "H", "H", "H", "H", "H", "H", "H", "H", "H", "F", "C", "F", "F"], "positions_angstrom": [[0.2171, 0.3636, 0.9441], [6.0003, 4.1924, -1.7355], [6.4639, 3.1441, -0.7250], [7.5989, 2.3233, -1.3214], [7.8678, 1.0687, -0.5005], [6.6221, 0.2283, -0.5157], [6.6520, -1.1447, -0.6011], [5.4601, -1.8615, -0.6499], [5.5357, -3.1994, -0.7663], [4.2402, -1.2514, -0.5775], [4.1910, 0.1418, -0.4407], [2.9207, 0.8120, -0.1761], [1.8264, 0.2174, -0.2939], [3.0278, 2.1735, 0.2472], [4.1988, 2.8410, 0.1089], [5.3330, 2.2706, -0.3518], [5.3828, 0.8851, -0.4610], [1.8863, 2.8458, 0.9630], [1.8567, 4.0620, 1.0390], [1.0368, 2.0338, 1.4882], [6.8451, 4.8129, -2.0369], [5.2291, 4.8408, -1.3229], [5.5975, 3.6953, -2.6194], [6.8142, 3.6516, 0.1793], [8.4899, 2.9477, -1.3908], [7.3146, 2.0222, -2.3337], [8.1321, 1.3460, 0.5252], [8.7059, 0.5091, -0.9161], [7.5957, -1.6756, -0.6148], [3.3210, -1.8211, -0.5764], [4.2506, 3.8847, 0.3935], [1.2045, -5.2207, 4.5834], [1.8286, -4.3367, 3.7508], [1.9567, -4.9547, 2.5863], [3.0883, -4.2086, 4.2606], [1.1206, -3.0141, 3.7662], [0.7289, -2.5734, 5.0162], [0.1330, -1.3325, 5.1638], [0.0040, -0.5513, 4.0350], [0.3864, -0.9399, 2.8220], [0.9044, -2.1887, 2.6241], [1.1500, -2.6264, 1.0058], [0.8814, -3.2107, 5.8787], [-0.1956, -0.9725, 6.1279], [-0.4165, 0.4436, 4.1051], [-3.9810, 0.2318, 3.8036], [-3.5987, 1.6556, 4.1884], [-3.2172, 2.4371, 3.0536], [-1.6700, 2.4482, 2.5453], [-1.4410, 1.0939, 1.8818], [-0.2999, 3.2188, 4.3393], [-1.7884, 3.4806, 1.3391], [-1.9240, 4.8851, 1.5572], [-1.0803, 5.6212, 0.5393], [-3.9392, -0.4140, 4.6827], [-3.2828, -0.1455, 3.0567], [-4.9866, 0.1868, 3.3825], [-2.7812, 1.6488, 4.9131], [-4.4368, 2.1799, 4.6495], [-1.5818, 5.1347, 2.5643], [-2.9817, 5.1465, 1.4742], [-0.0260, 5.3985, 0.7108], [-1.2410, 6.6959, 0.6473], [-1.3480, 5.3229, -0.4754], [-2.2604, -0.9436, 0.2528], [-1.0546, -0.6086, -0.2201], [-1.2329, 0.5817, -0.9536], [-0.7445, -1.5314, -1.1378]], "forces_ev_per_angstrom": [[0.00, -0.27, 1.46], [-0.03, -0.05, 0.11], [0.11, 0.17, -0.19], [-0.02, -0.14, 0.15], [-0.06, 0.03, -0.04], [0.17, -0.04, -0.14], [-0.01, 0.09, 0.02], [-0.09, 0.04, -0.03], [0.02, -0.02, 0.00], [-0.07, -0.11, 0.03], [0.09, 0.05, -0.11], [0.00, 0.37, -0.10], [0.21, -0.40, -0.28], [-0.12, -0.23, 0.40], [0.14, -0.09, -0.12], [-0.02, 0.00, 0.23], [-0.17, -0.03, -0.04], [-0.25, -0.06, -0.04], [0.18, 0.07, -0.01], [0.26, 0.32, -0.08], [0.00, 0.00, 0.01], [0.02, 0.03, -0.05], [-0.01, 0.02, -0.01], [0.00, -0.09, 0.06], [-0.04, 0.06, -0.02], [0.06, 0.04, -0.04], [0.00, -0.01, 0.01], [0.00, -0.02, 0.04], [-0.01, -0.01, -0.06], [-0.07, -0.03, 0.11], [-0.09, 0.01, -0.10], [0.04, 0.01, -0.01], [0.02, -0.07, 0.20], [-0.05, 0.01, -0.07], [0.00, -0.01, -0.04], [-0.02, 0.18, -0.15], [-0.04, 0.01, -0.05], [0.04, -0.09, 0.13], [-0.06, 0.15, -0.06], [0.08, -0.01, -0.01], [-0.07, -0.09, 0.12], [0.20, 0.09, -0.23], [0.02, -0.01, -0.02], [-0.01, 0.05, -0.03], [0.07, -0.04, -0.01], [0.00, 0.15, -0.10], [0.03, -0.18, 0.06], [0.25, 0.02, -0.17], [-0.50, 0.04, 0.16], [0.48, 0.05, -0.03], [-0.21, -0.02, -0.04], [0.02, -0.07, 0.03], [0.09, 0.28, -0.02], [0.03, -0.05, 0.07], [-0.05, -0.01, 0.00], [0.03, -0.05, 0.06], [0.02, 0.00, -0.03], [0.06, 0.06, -0.01], [0.00, 0.03, -0.02], [-0.05, -0.03, 0.03], [-0.03, -0.08, -0.02], [-0.07, -0.01, -0.06], [-0.01, 0.03, -0.03], [-0.01, 0.01, -0.01], [0.25, -0.02, 0.13], [-0.91, -0.02, -1.07], [-0.10, -0.19, -0.03], [0.22, 0.17, 0.16]], "charge": -1, "s_squared": 6.140, "gap_ev": [5.77, 5.84], "e_lumo_ev": [1.56, 1.62], "multiplicity": 5}


{"formula": "C25H24FN4Pd", "method": "wB97M-V/def2-TZVPD", "elements": ["Pd", "C", "N", "C", "C", "C", "C", "C", "C", "N", "C", "C", "C", "C", "C", "C", "N", "C", "C", "C", "C", "C", "N", "H", "H", "H", "H", "H", "H", "H", "H", "H", "H", "H", "H", "H", "H", "H", "H", "H", "H", "F", "C", "C", "C", "C", "C", "C", "C", "H", "H", "H", "H", "H", "H"], "positions_angstrom": [[0.0101, -0.0203, -0.7983], [1.6005, 0.3470, 1.7646], [0.1505, 0.2887, 1.5809], [-0.5247, 1.5780, 1.7290], [-1.8641, 1.5890, 1.0240], [-3.0026, 2.0921, 1.6300], [-4.1934, 2.1136, 0.9178], [-4.2105, 1.6239, -0.3766], [-3.0299, 1.1306, -0.9077], [-1.8857, 1.1170, -0.2290], [-0.4919, -0.8013, 2.3089], [-1.1223, -1.8863, 1.4470], [-1.7748, -2.9432, 2.0704], [-2.3443, -3.9361, 1.2973], [-2.2487, -3.8504, -0.0850], [-1.5850, -2.7693, -0.6274], [-1.0331, -1.8067, 0.1219], [2.2954, -0.8148, 1.0872], [3.2754, -1.5518, 1.7293], [3.9056, -2.5808, 1.0433], [3.5308, -2.8450, -0.2623], [2.5368, -2.0650, -0.8309], [1.9369, -1.0739, -0.1771], [1.8839, 0.3762, 2.8240], [1.9541, 1.2694, 1.2970], [0.1080, 2.3365, 1.2604], [-0.6618, 1.8571, 2.7810], [-2.9555, 2.4647, 2.6448], [-5.0945, 2.5037, 1.3720], [-5.1154, 1.6175, -0.9672], [-2.9915, 0.7324, -1.9149], [-1.2714, -0.4008, 2.9644], [0.2365, -1.2834, 2.9682], [-1.8318, -2.9811, 3.1511], [-2.8568, -4.7671, 1.7635], [-2.6788, -4.6036, -0.7293], [-1.4814, -2.6519, -1.6986], [3.5430, -1.3203, 2.7519], [4.6746, -3.1688, 1.5265], [3.9911, -3.6382, -0.8339], [2.2064, -2.2338, -1.8491], [2.5939, 4.7793, -0.3561], [2.0488, 3.7379, -1.0050], [2.8375, 2.6312, -1.2787], [2.2704, 1.5560, -1.9283], [0.8969, 1.5458, -2.3083], [0.2940, 0.3990, -2.9330], [0.1559, 2.7334, -2.0411], [0.7183, 3.8098, -1.3921], [3.8813, 2.6365, -0.9939], [2.8766, 0.6898, -2.1601], [0.9532, -0.3311, -3.3877], [-0.6436, 0.5484, -3.4552], [-0.8784, 2.7799, -2.3574], [0.1523, 4.7100, -1.1918]], "forces_ev_per_angstrom": [[0.01, 0.07, -0.13], [-0.04, -0.03, -0.03], [0.02, 0.04, 0.07], [0.00, -0.05, -0.03], [0.04, -0.01, -0.01], [-0.03, 0.01, 0.00], [0.00, 0.00, 0.01], [0.01, 0.00, 0.00], [-0.01, 0.02, 0.00], [-0.04, -0.01, 0.04], [-0.01, -0.01, -0.03], [0.04, 0.06, -0.03], [-0.02, -0.03, 0.02], [-0.01, -0.01, 0.00], [0.01, 0.01, -0.01], [0.00, 0.00, 0.03], [-0.04, -0.07, 0.01], [-0.03, 0.03, -0.01], [0.04, -0.03, 0.00], [0.00, 0.01, 0.01], [0.00, 0.01, 0.00], [0.02, -0.01, 0.00], [0.01, -0.04, 0.05], [0.01, 0.00, 0.01], [0.02, 0.00, 0.00], [-0.01, 0.02, 0.00], [0.00, 0.00, 0.01], [0.01, 0.00, 0.00], [0.00, 0.00, 0.00], [0.00, 0.00, 0.00], [0.00, -0.01, 0.00], [0.00, 0.00, 0.01], [0.00, -0.01, 0.01], [0.01, 0.01, 0.00], [0.00, 0.00, 0.00], [0.00, 0.00, 0.00], [0.00, 0.00, 0.00], [-0.01, 0.00, 0.00], [0.00, 0.00, 0.00], [0.00, 0.00, 0.00], [-0.01, 0.00, 0.00], [0.00, 0.01, 0.00], [0.01, 0.01, 0.01], [0.01, -0.02, -0.01], [0.01, -0.03, 0.01], [0.02, -0.04, -0.04], [0.02, 0.07, 0.03], [-0.05, -0.01, 0.03], [-0.03, 0.00, -0.01], [0.00, 0.00, 0.00], [0.01, 0.01, 0.00], [0.01, 0.00, 0.00], [-0.01, -0.01, 0.01], [0.00, 0.01, 0.00], [0.00, 0.00, 0.00]], "charge": 1, "s_squared": 2.040, "de_lowest_ev": 0.000, "gap_ev": [6.80, 7.82], "e_lumo_ev": [-2.32, -3.08], "multiplicity": 3}


{"formula": "C25H24FN5O2", "method": "wB97M-V/def2-TZVPD", "elements": ["C", "C", "C", "C", "C", "N", "C", "C", "N", "C", "C", "N", "N", "N", "C", "C", "F", "H", "H", "H", "H", "H", "H", "H", "H", "H", "H", "H", "H", "H", "H", "H", "H", "O", "C", "C", "C", "C", "C", "C", "C", "C", "O", "C", "C", "C", "C", "C", "C", "H", "H", "H", "H", "H", "H", "H", "H"], "positions_angstrom": [[5.3501, -2.3910, -0.4727], [4.5966, -2.1194, -1.3595], [3.6896, -1.7789, -2.4353], [2.9681, -0.4003, -2.2637], [3.5191, 0.3438, -1.1193], [3.8448, 1.0202, -0.2530], [1.4474, -0.5498, -1.9681], [1.2949, -1.6317, -0.9978], [1.2239, -2.5065, -0.2595], [0.5333, -0.8444, -3.1792], [-0.8234, -0.0675, -3.1609], [-1.6090, -0.3858, -1.9780], [-0.6863, 1.3672, -3.2139], [-1.6067, -0.4793, -4.3223], [3.2824, 0.4517, -3.5017], [2.6257, 1.8258, -3.5455], [4.6685, 0.5946, -3.5567], [6.0093, -2.3529, 0.3572], [2.9716, -2.5822, -2.5726], [4.2953, -1.7340, -3.3371], [1.1246, 0.3448, -1.4391], [1.0608, -0.7119, -4.1206], [0.2499, -1.8930, -3.1338], [-1.3024, 0.1349, -1.1657], [-1.5522, -1.3723, -1.7534], [-0.2514, 1.7643, -2.3934], [-0.2364, 1.6878, -4.0579], [-1.9928, -1.4020, -4.1745], [-1.0244, -0.4866, -5.1516], [2.9949, -0.1285, -4.3787], [2.1485, 2.1071, -2.6130], [1.9318, 1.8785, -4.3772], [3.4042, 2.5553, -3.7405], [-2.0959, 0.7042, 6.2433], [-2.1621, 0.5625, 5.0405], [-3.4393, 0.8053, 4.3082], [-4.5568, 1.2211, 5.0204], [-5.7425, 1.4817, 4.3549], [-5.8179, 1.3298, 2.9744], [-4.7111, 0.9044, 2.2604], [-3.5203, 0.6364, 2.9239], [-2.3448, 0.1645, 2.1408], [-2.4245, -0.0249, 0.9433], [-1.0670, -0.0589, 2.8691], [0.0455, -0.4675, 2.1494], [1.2569, -0.6550, 2.7914], [1.3571, -0.4330, 4.1611], [0.2458, -0.0375, 4.8880], [-0.9722, 0.1481, 4.2463], [-4.4877, 1.3409, 6.0925], [-6.6110, 1.8079, 4.9114], [-6.7432, 1.5431, 2.4560], [-4.7609, 0.7785, 1.1878], [-0.0457, -0.6442, 1.0893], [2.1219, -0.9755, 2.2255], [2.3052, -0.5732, 4.6627], [0.3153, 0.1312, 5.9534]], "forces_ev_per_angstrom": [[0.06, 0.60, 0.21], [-0.11, -0.27, 0.15], [0.18, 0.07, -0.32], [0.55, -0.11, 0.27], [-0.04, 0.09, 0.05], [0.05, 0.02, 0.14], [-0.10, -0.24, -0.20], [0.12, -0.03, 0.24], [-0.10, -0.12, 0.07], [-0.20, -0.10, 0.34], [-0.28, -0.18, 0.01], [0.38, 0.02, -0.28], [-0.20, 0.07, 0.09], [0.18, 0.24, 0.02], [-0.38, 0.18, -0.23], [0.43, -0.10, -0.14], [-0.16, -0.07, 0.04], [0.15, -0.41, 0.09], [-0.23, -0.03, -0.02], [-0.05, 0.03, -0.21], [-0.11, 0.28, -0.19], [-0.03, 0.24, -0.10], [0.11, -0.22, -0.16], [-0.24, 0.00, 0.11], [-0.02, 0.00, 0.11], [0.11, 0.03, -0.08], [0.02, 0.02, 0.06], [-0.02, -0.03, -0.07], [-0.09, -0.17, -0.08], [0.15, -0.03, -0.08], [-0.11, 0.00, 0.06], [-0.21, 0.06, 0.06], [0.13, 0.11, 0.00], [0.00, 0.00, -0.03], [0.01, 0.01, 0.15], [0.05, -0.02, -0.07], [-0.10, 0.04, 0.01], [0.01, -0.01, -0.04], [0.01, 0.00, 0.04], [-0.11, 0.02, -0.02], [0.04, -0.02, 0.05], [0.00, -0.01, -0.05], [0.01, 0.05, 0.00], [-0.08, 0.05, 0.02], [0.17, 0.00, 0.04], [0.04, 0.00, 0.04], [-0.04, 0.00, -0.04], [0.11, -0.03, -0.01], [-0.04, 0.01, -0.04], [0.08, -0.01, 0.01], [-0.01, 0.00, 0.00], [-0.01, 0.00, 0.00], [0.07, -0.04, -0.02], [-0.07, -0.01, -0.01], [0.00, 0.00, -0.01], [0.01, 0.00, 0.00], [-0.08, 0.01, 0.02]], "charge": 0, "smiles": "C#CC[C@](C#N)([C@H](C#N)CC(N)(N)N)[C@@H](C)F.O=C1c2ccccc2C(=O)c2ccccc21", "gap_ev": 8.65, "e_lumo_ev": -0.93}